# 1
{
  "formula": "C20H22Cl2GeNPd",
  "method": "wB97M-V/def2-TZVPD",
  "e_above_lowest_kcal_mol": 9.1,
  "total_charge": 1,
  "orbital_gap_ev": [6.98, 6.98],
  "symbols": ["C", "C", "C", "C", "Cl", "C", "H", "H", "H", "H", "C", "C", "C", "C", "C", "H", "H", "H", "H", "H", "H", "C", "C", "H", "C", "C", "H", "H", "H", "H", "Pd", "N", "Ge", "H", "C", "H", "Cl", "C", "H", "H", "C", "H", "H", "H", "C", "C", "C"],
  "positions_angstrom": [[0.5398, -3.8136, -1.6319], [1.8786, -0.4657, 0.4521], [0.1427, -2.4870, -3.5982], [4.4910, 1.2285, 1.2292], [-2.5954, -0.6696, 0.7932], [1.1038, -1.3780, 2.6350], [-0.0664, 0.7997, -2.7026], [0.5185, 1.8359, 2.4392], [2.8922, 3.2149, -0.6876], [0.5489, -2.3348, 4.4672], [-0.2309, 0.0464, -4.7026], [0.6616, -2.6354, 0.6042], [0.4991, -2.6287, -0.8663], [0.5931, -2.4226, 3.3902], [0.1860, -3.6801, 1.3775], [4.8917, 2.2164, 1.4546], [4.9637, 0.8677, 0.3156], [1.6614, 3.1769, 2.4042], [-0.0205, -3.2179, -5.6209], [2.3257, 1.7856, -1.5547], [4.7558, 0.5554, 2.0437], [0.3532, -3.7394, -2.9814], [-0.2213, -1.0960, -5.5326], [-0.2198, -4.4065, 3.3505], [-0.0381, -2.3361, -4.9933], [-0.0668, -0.0687, -3.3516], [1.9775, 1.7850, 3.4394], [-3.8268, 0.5780, -0.8354], [-0.3583, -0.9807, -6.5989], [-0.3672, 1.0237, -5.1462], [-0.0614, 0.1740, 0.0377], [0.2828, -1.4495, -1.4226], [2.5612, 1.3208, 0.9659], [-3.8656, 1.2110, 0.8003], [1.1916, -1.4741, 1.2401], [2.3145, -0.8180, -0.4777], [-1.9929, 1.9194, -0.3748], [1.5801, 2.0915, 2.4726], [1.1840, 2.7938, -0.6460], [1.4896, -0.4957, 3.1277], [2.1938, 2.3776, -0.6488], [0.3755, -4.6343, -3.5909], [-0.2255, -4.5628, 0.9060], [0.7372, -4.7593, -1.1496], [-3.2712, 0.6565, 0.0888], [0.1634, -3.5814, 2.7658], [0.1214, -1.3429, -2.7731]]
}

---

# 2
{
  "formula": "C22H15IN2Rh",
  "method": "wB97M-V/def2-TZVPD",
  "total_charge": 1,
  "orbital_gap_ev": 6.85,
  "symbols": ["H", "C", "C", "C", "H", "H", "H", "C", "C", "H", "C", "H", "C", "H", "C", "I", "Rh", "H", "C", "C", "C", "H", "H", "N", "C", "C", "C", "C", "C", "H", "H", "C", "C", "H", "C", "C", "C", "H", "H", "C", "N"],
  "positions_angstrom": [[1.6146, 0.8910, 4.8647], [-2.1856, 2.2979, 2.0959], [-0.3177, -2.4154, -2.2029], [-0.4185, -2.2842, -4.5823], [-4.2023, 1.0696, -0.9676], [-1.6024, 2.6282, 2.9451], [3.0501, -2.2348, 1.2715], [1.9388, 0.1986, 4.0976], [2.7417, -1.5496, 2.0501], [3.8568, -0.1913, 4.9611], [0.2709, -1.1274, -2.0775], [1.4493, 1.2607, -4.2257], [3.5880, -1.2567, 3.1210], [-3.5719, 3.9147, 2.1739], [3.1862, -0.4010, 4.1395], [-0.6242, -3.5474, -0.4572], [0.0295, -1.3022, 0.8014], [4.5706, -1.7088, 3.1615], [1.0957, -0.0725, 3.0274], [1.2346, 0.7727, -3.2834], [-3.2834, 3.0096, 1.6573], [1.5762, 1.2053, 0.0457], [-1.0854, -3.9891, -3.4153], [-0.0989, 0.6318, 2.8759], [0.1789, -1.0663, -4.5376], [1.4919, -0.9675, 2.0287], [-1.8182, 1.1384, 1.4256], [0.6345, -0.4751, -0.8547], [0.5556, -0.4663, -3.3031], [2.1566, 2.2797, -2.1017], [-4.8727, 3.1337, 0.2137], [-3.6397, 1.4153, -0.1114], [1.6242, 1.3379, -2.1054], [-0.6955, -2.7317, -5.5267], [-0.6556, -2.9976, -3.3798], [-4.0139, 2.5704, 0.5532], [1.3048, 0.7172, -0.8806], [0.3919, -0.5302, -5.4540], [-2.2397, -0.2131, -0.1836], [-2.5368, 0.6965, 0.3289], [-0.6790, 0.3589, 1.8111]]
}

---

# 3
{
  "formula": "C4H9NO",
  "method": "wB97M-V/def2-TZVPD",
  "e_above_lowest_kcal_mol": 7.9,
  "smiles": "CCC(=O)NC",
  "orbital_gap_ev": 10.55,
  "symbols": ["N", "H", "H", "H", "H", "C", "H", "C", "H", "C", "O", "H", "H", "C", "H"],
  "positions_angstrom": [[1.2891, -0.2868, -0.3562], [-2.8449, 1.6914, -0.1751], [-1.6200, -0.1390, -1.3196], [2.8720, -0.6505, 0.9894], [1.6936, -1.9633, 0.7903], [-1.0630, 0.5426, -0.6619], [-0.6091, 1.3227, -1.2808], [-2.0443, 1.1531, 0.3442], [-2.4920, 0.3732, 0.9672], [2.2494, -1.1854, 0.2651], [-0.4079, -1.1243, 0.8779], [-1.5368, 1.8640, 1.0035], [1.6489, 0.4102, -0.9932], [-0.0278, -0.3364, 0.0257], [2.8929, -1.6715, -0.4764]]
}

---

# 4
{
  "formula": "C18H27N6OPbS5Sb",
  "method": "wB97M-V/def2-TZVPD",
  "e_above_lowest_kcal_mol": 1.4,
  "total_charge": -2,
  "orbital_gap_ev": 6.05,
  "symbols": ["H", "C", "C", "C", "C", "H", "S", "H", "C", "N", "C", "C", "C", "H", "H", "H", "H", "H", "H", "S", "O", "C", "H", "H", "H", "S", "N", "N", "N", "C", "H", "H", "N", "H", "C", "C", "H", "C", "H", "C", "S", "H", "H", "C", "H", "C", "S", "Pb", "H", "H", "H", "H", "N", "C", "H", "H", "H", "Sb", "C"],
  "positions_angstrom": [[-0.3199, 1.5259, -4.5244], [-1.2499, 2.7619, 5.2759], [-2.7015, 4.3450, 2.6627], [-1.9699, 2.0614, 2.1610], [1.4222, -1.9531, -2.2466], [0.3650, -1.7805, -2.4657], [-1.7184, 0.4416, 2.6752], [-3.3903, 4.7648, 3.3991], [2.9075, -4.9549, -2.0048], [1.4825, -4.7716, -2.3201], [-1.4716, 5.2395, 2.5378], [-0.9879, 2.1178, 0.0323], [3.4465, -2.8929, -3.0541], [1.8450, -4.4876, -4.3587], [-3.4009, 4.2731, -3.3764], [-0.1838, -3.8652, -1.4079], [3.0386, -3.5484, 0.1921], [-1.7604, 6.2382, 2.1949], [-3.2990, 3.3505, 4.9082], [-0.7658, -3.4132, 2.1394], [0.1449, 1.6873, 0.2571], [0.8761, -4.0276, -1.2003], [0.3250, -3.7923, -3.7561], [-0.5199, 2.0726, 4.8494], [-3.2149, 4.3051, 1.7022], [1.1187, -4.1474, 5.4760], [1.5315, -2.7265, -1.0141], [-1.9057, 2.5051, 0.9207], [-2.4136, 2.9799, 3.0806], [-0.6189, 1.7819, -2.4173], [3.9486, -1.9311, -2.9261], [0.9715, -4.6005, -0.2771], [2.0370, -2.6433, -3.3924], [-1.4078, 2.4833, 6.3217], [-2.3557, 3.3018, -1.7727], [-0.8912, 2.0322, -3.7552], [-0.7768, 4.8113, 1.8157], [-2.5563, 2.6625, 4.4976], [3.4480, -1.9978, -0.5735], [-1.8892, 2.9332, -4.1068], [2.5016, -5.3584, 2.0663], [1.9088, -0.9851, -2.1062], [-0.8407, 3.7750, 5.2457], [2.9565, -2.9613, -0.7234], [-2.9271, 3.7775, -0.9844], [-1.3499, 2.4104, -1.4155], [2.2258, -1.5655, 2.8160], [0.2284, -1.1781, 1.1539], [0.1675, 1.0989, -2.1224], [-0.9576, 5.3414, 3.4957], [-2.0948, 3.1397, -5.1510], [3.3779, -5.5133, -2.8195], [3.6106, -3.6772, -1.8354], [1.3808, -3.9527, -3.5252], [3.9124, -3.4246, -3.8890], [2.9889, -5.5206, -1.0763], [-2.9467, 1.6508, 4.5870], [1.3379, -3.7680, 3.2457], [-2.6200, 3.5692, -3.1112]]
}

---

Total energy, respectively: -3955.0168; -1364.8140; -287.8199; -3530.1169 a.u..